ORCA calculation (ωB97M-V/def2-TZVPD) on a molecular structure, C34H39CrN2O4 at a distorted geometry.

Computed properties:
LUMO energy (alpha / beta), eV: 0.093 / 0.148
2S+1: 4
ΔE to the lowest compared entry with this formula, charge and spin, kJ/mol: 67.23
Gap between HOMO and LUMO (alpha / beta), eV: 7.57 / 8.43
Strongest force on any atom, Eh/bohr: 0.0500
Net charge: 0

```
80
C34H39CrN2O4, DFT ωB97M-V/def2-TZVPD
O 0.0220 -0.0454 -5.1531
C 0.0458 0.9559 -6.2806
C 0.2746 -0.0438 -7.3904
H 0.8520 1.6981 -6.2016
H -0.9321 1.4391 -6.4058
C 0.1757 -1.0368 -6.2047
H 1.2482 -0.0229 -7.8915
H -0.5251 -0.0813 -8.1322
C 1.4398 -1.8540 -6.1379
H 2.3002 -1.2848 -5.7871
H 1.6214 -2.2519 -7.1440
H 1.3069 -2.7081 -5.4782
C -1.0283 -1.9241 -6.3479
H -1.9452 -1.3365 -6.3821
H -1.0795 -2.6530 -5.5392
H -0.9131 -2.4596 -7.2895
Cr -0.0963 -0.6905 -0.2527
C -2.2848 -0.1665 0.4865
C -1.6370 1.0942 0.4194
C -1.0329 1.2223 -0.8705
H -1.6364 1.8986 1.1584
C -1.4503 0.0927 -1.6972
C -2.1630 -0.8087 -0.8052
H -2.5196 -1.8094 -1.0485
H -2.8891 -0.5037 1.3259
H -0.4752 2.1060 -1.1516
H -1.4142 0.0670 -2.7957
C 1.2338 -2.3521 0.5526
C 0.2884 -2.9105 -0.3880
C 0.6078 -2.3675 -1.6735
H -0.3818 -3.7426 -0.1617
C 1.5870 -1.3287 -1.5044
C 1.9865 -1.3289 -0.1112
H 2.7463 -0.6814 0.3126
H 1.4481 -2.7621 1.5357
H 0.2833 -2.7311 -2.6496
H 2.0755 -0.7746 -2.3059
O 2.3414 2.6172 -3.6991
C 1.2063 2.1427 -2.9530
C -0.0730 2.8084 -3.5205
H 1.4047 2.3770 -1.8972
H 1.1862 1.0406 -2.9327
C 0.4715 4.1399 -4.0541
H -0.8551 3.0058 -2.7894
H -0.4811 2.1662 -4.3125
C 1.9663 3.8645 -4.3818
H 0.4442 4.7979 -3.1757
H -0.0917 4.6247 -4.8600
H 2.6216 4.7159 -4.0638
H 2.1410 3.7490 -5.4798
O -1.2267 -1.3117 2.9866
C -0.3526 -0.4501 2.9822
N 0.1460 0.2258 4.1104
C 1.4238 0.8448 3.8464
C 1.3446 0.8271 2.2859
O 2.0694 1.4763 1.5195
N 0.3637 -0.0175 1.8676
C 1.4772 2.2444 4.5201
C 1.6311 3.4040 3.7604
C 1.7179 4.6542 4.3890
C 1.6027 4.7513 5.7765
C 1.4648 3.5919 6.5470
C 1.4185 2.3381 5.9245
C 2.5722 -0.0719 4.3529
C 3.8011 0.4629 4.7603
C 4.7675 -0.3586 5.3579
C 4.5291 -1.7257 5.5227
C 3.3522 -2.2844 5.0132
C 2.3824 -1.4588 4.4205
H -0.1855 -0.0516 5.0325
H 1.7870 3.3205 2.6817
H 1.8835 5.5282 3.7605
H 1.6644 5.7278 6.2516
H 1.4079 3.6555 7.6326
H 1.4183 1.4326 6.5396
H 3.9728 1.5328 4.6226
H 5.6933 0.0950 5.7129
H 5.2566 -2.3465 6.0479
H 3.1710 -3.3591 5.0940
H 1.4763 -1.9326 4.0281
```

Formally, the Löwdin partial charges of the atoms, in units of the elementary charge, are as follows: atom 1 (O): -0.089, atom 2 (C): -0.143, atom 3 (C): -0.088, atom 4 (H): 0.116, atom 5 (H): 0.124, atom 6 (C): -0.605, atom 7 (H): 0.117, atom 8 (H): 0.115, atom 9 (C): -0.023, atom 10 (H): 0.096, atom 11 (H): 0.095, atom 12 (H): 0.075, atom 13 (C): -0.023, atom 14 (H): 0.094, atom 15 (H): 0.081, atom 16 (H): 0.094, atom 17 (Cr): 0.727, atom 18 (C): -0.106, atom 19 (C): -0.100, atom 20 (C): -0.147, atom 21 (H): 0.131, atom 22 (C): -0.146, atom 23 (C): -0.153, atom 24 (H): 0.118, atom 25 (H): 0.117, atom 26 (H): 0.078, atom 27 (H): 0.118, atom 28 (C): -0.112, atom 29 (C): -0.118, atom 30 (C): -0.108, atom 31 (H): 0.125, atom 32 (C): -0.134, atom 33 (C): -0.140, atom 34 (H): 0.116, atom 35 (H): 0.119, atom 36 (H): 0.120, atom 37 (H): 0.116, atom 38 (O): -0.143, atom 39 (C): -0.204, atom 40 (C): -0.163, atom 41 (H): 0.116, atom 42 (H): 0.086, atom 43 (C): -0.155, atom 44 (H): 0.096, atom 45 (H): 0.078, atom 46 (C): -0.174, atom 47 (H): 0.109, atom 48 (H): 0.112, atom 49 (H): 0.118, atom 50 (H): 0.107, atom 51 (O): 0.027, atom 52 (C): -0.546, atom 53 (N): 0.127, atom 54 (C): -0.255, atom 55 (C): -0.409, atom 56 (O): 0.020, atom 57 (N): 0.077, atom 58 (C): -0.146, atom 59 (C): -0.021, atom 60 (C): -0.076, atom 61 (C): -0.097, atom 62 (C): -0.082, atom 63 (C): -0.039, atom 64 (C): -0.130, atom 65 (C): -0.022, atom 66 (C): -0.077, atom 67 (C): -0.097, atom 68 (C): -0.079, atom 69 (C): -0.025, atom 70 (H): 0.157, atom 71 (H): 0.103, atom 72 (H): 0.101, atom 73 (H): 0.098, atom 74 (H): 0.100, atom 75 (H): 0.120, atom 76 (H): 0.124, atom 77 (H): 0.102, atom 78 (H): 0.100, atom 79 (H): 0.102, atom 80 (H): 0.110